Density functional theory data (ωB97M-V/def2-TZVPD) for a molecular structure, C15H22As3CrF18N4O4.

As for the total charge: 0. The value obtained for the energy above the lowest of the compared OMol25 structures with the same formula, charge and spin is 1.363 eV. The LUMO energy (spin up / spin down) comes out at -1.5381 / -1.8603 eV. The total energy comes out at -289916.07773 eV. The multiplicity is 6. As for the highest occupied orbital energy (spin up / spin down): -0.2594 / -0.4074 Ha.

Last column: Löwdin charge in e.
Geometry (Å):
Cr1 -3.21059 -0.74139 -0.25230  1.127
N1 -0.82941 0.56322 0.16893  -0.633
O1 -0.94575 -0.52893 -0.29033  -0.018
O2 -1.82799 1.11551 0.48655  0.024
O3 0.20046 1.17961 0.12668  0.022
C1 2.09129 2.71306 2.29782  0.030
C2 1.17268 3.95131 2.27311  -0.383
O4 1.34820 4.94794 2.87894  0.188
N2 -0.05413 3.65510 1.43148  0.088
H1 0.06249 4.21572 0.59950  0.179
H2 -0.04080 2.70386 1.09225  0.074
C3 -1.40112 4.01170 2.09334  0.060
H3 2.63244 2.72484 1.35171  0.094
H4 1.52126 1.79330 2.42896  0.089
H5 2.86509 2.83788 3.05527  0.094
H6 -1.23739 5.06659 2.31362  0.099
H7 -1.40383 3.37486 2.97794  0.110
H8 -2.28680 3.79504 1.49608  0.092
C4 3.27894 -4.75478 3.82792  -0.026
N3 3.15257 -4.00668 2.61418  -0.167
C5 4.17972 -4.03592 1.66409  -0.019
C6 4.11555 -3.11996 0.64620  -0.024
C7 2.92151 -2.46303 0.32326  -0.177
C8 1.79831 -2.71666 1.12139  0.010
C9 1.97184 -3.34909 2.36976  -0.013
C10 2.87464 -1.42589 -0.76740  -0.127
C11 1.77796 -1.22681 -1.63383  0.045
C12 1.88428 -0.25407 -2.69115  0.035
N4 3.05262 0.44034 -2.86513  -0.132
C13 4.08414 0.30114 -2.00565  -0.052
C14 3.96403 -0.55899 -0.97820  -0.020
C15 3.21354 1.38194 -4.01641  0.034
H9 3.50156 -5.75386 3.45324  0.103
H10 2.38478 -4.73379 4.45093  0.100
H11 4.12500 -4.27282 4.31781  0.101
H12 5.07211 -4.56832 1.95838  0.126
H13 4.97163 -2.93985 0.01288  0.116
H14 0.88822 -2.18503 0.88576  0.101
H15 1.17522 -3.42703 3.09482  0.124
H16 0.88303 -1.82918 -1.68516  0.104
H17 1.14983 -0.14052 -3.47479  0.130
H18 4.89450 0.98152 -2.22204  0.131
H19 4.85706 -0.57294 -0.37100  0.118
H20 4.15415 1.92697 -3.93706  0.091
H21 2.36956 2.00755 -3.72587  0.109
H22 3.20136 0.76747 -4.91662  0.110
As1 -5.05699 0.85893 2.70491  0.936
F1 -6.28335 1.58502 1.56304  -0.267
F2 -4.02597 2.34237 2.32609  -0.305
F3 -3.71965 0.24654 3.74196  -0.292
F4 -6.07521 -0.59015 2.94888  -0.263
F5 -4.28896 -0.02336 1.40419  -0.317
F6 -5.69520 1.72095 4.12439  -0.269
As2 -4.70058 2.00158 -2.26564  0.993
F7 -4.68345 2.83178 -0.62733  -0.285
F8 -6.35511 1.35924 -1.99106  -0.258
F9 -4.73194 1.29891 -3.93206  -0.268
F10 -3.04364 2.61234 -2.62600  -0.288
F11 -3.95632 0.47472 -1.50780  -0.358
F12 -5.37600 3.48848 -2.96454  -0.278
As3 -2.36308 -2.42260 -3.50403  0.949
F13 -1.01861 -3.44179 -2.87793  -0.283
F14 -3.48141 -3.78275 -3.41459  -0.251
F15 -3.57708 -1.43728 -4.45489  -0.268
F16 -1.21811 -1.04980 -3.59102  -0.268
F17 -1.93713 -3.16556 -5.09360  -0.298
F18 -2.96597 -1.75849 -1.94287  -0.330

=====

Density functional theory data (ωB97M-V/def2-TZVPD) for C5H4N2O in the gas phase.

As for the total charge: 0. The structure (SMILES) is c1cc2c(nn1)CO2. The value obtained for the energy above the lowest of the compared OMol25 structures with the same formula, charge and spin is 5.156 eV. The LUMO energy comes out at -0.0313 eV. The total energy comes out at -10271.60619 eV. As for the highest occupied orbital energy: -0.3520 Ha.

Last column: Löwdin charge in e.
Geometry (Å):
C1 1.03088 1.66984 -0.67602  -0.210
C2 1.30811 0.74404 0.38320  -0.003
C3 0.36178 -0.27832 0.61418  -0.131
C4 -0.82809 -0.26433 -0.09688  -0.223
N1 -0.91750 0.54967 -1.24302  0.089
N2 0.01301 1.54097 -1.40706  -0.016
C5 -1.33019 -1.46596 0.55536  -0.087
O1 0.10215 -1.76002 1.01569  -0.043
H1 1.65694 2.58223 -0.95487  0.132
H2 2.49252 0.28891 0.71903  0.191
H3 -1.76509 -2.36731 -0.17823  0.183
H4 -2.12451 -1.23972 1.26862  0.117

=====

Density functional theory data (ωB97M-V/def2-TZVPD) for 2 unconnected molecules or ions with the total composition C2H8OS.

As for the total charge: 0. The structure (SMILES) is CSC.O. The value obtained for the energy above the lowest of the compared OMol25 structures with the same formula, charge and spin is 2.497 eV. The LUMO energy comes out at 0.7322 eV. The total energy comes out at -15083.98092 eV. As for the highest occupied orbital energy: -0.3156 Ha.

Last column: Löwdin charge in e.
Geometry (Å):
C1 -0.87955 -1.50270 -0.21477  -0.438
S1 -0.51593 -0.34541 -1.57260  0.737
C2 0.47432 0.93098 -0.77898  -0.456
H1 -1.42381 -2.34272 -0.67819  0.032
H2 -1.49978 -1.08667 0.59692  0.034
H3 0.05757 -1.88825 0.22085  0.039
H4 -0.18957 1.73991 -0.43043  0.054
H5 1.32546 1.38152 -1.31673  0.066
H6 0.86088 0.38946 0.10076  -0.029
O1 0.63894 1.28377 1.49156  -0.123
H7 1.30138 0.73890 1.00934  0.024
H8 -0.14995 0.70120 1.57225  0.060

=====

Density functional theory data (ωB97M-V/def2-TZVPD) for a molecular structure, C6H10N2O5.

As for the total charge: 0. The value obtained for the energy above the lowest of the compared OMol25 structures with the same formula, charge and spin is 5.884 eV. The LUMO energy comes out at 0.2023 eV. The total energy comes out at -19598.14395 eV. As for the highest occupied orbital energy: -0.3530 Ha.

Last column: Löwdin charge in e.
Geometry (Å):
C1 1.28758 1.08281 2.36340  -0.185
C2 0.76852 0.82986 0.85261  -0.553
C3 -0.91363 -0.48338 -0.52523  -0.061
C4 -1.18149 -2.00917 -0.62735  -0.509
C5 -1.31758 0.57281 -1.63639  -0.008
C6 -0.17794 0.52097 -2.62888  -0.548
H1 0.95126 -0.63097 3.93032  0.204
H2 2.67422 -0.53658 2.93847  0.102
H3 2.33109 1.61851 2.27647  0.125
H4 0.22963 1.77117 2.85845  0.208
H5 0.06892 -0.95260 1.32499  0.181
H6 -1.63162 -0.33533 0.22535  0.119
H7 -1.37137 1.56424 -1.34581  0.090
H8 -2.24293 0.19435 -1.99363  0.129
H9 0.70502 1.83299 -1.71024  0.144
H10 -0.89304 -1.98857 -2.52526  0.055
N1 1.58158 -0.35007 2.79179  -0.134
N2 0.36468 -0.30739 0.46507  0.134
O1 0.56753 1.92487 0.26672  -0.039
O2 -1.39299 -2.64233 0.37534  0.118
O3 -0.18173 -0.52474 -3.24482  0.076
O4 0.76569 1.39551 -2.64581  0.161
O5 -0.99143 -2.54696 -1.78555  0.188

=====

Density functional theory data (ωB97M-V/def2-TZVPD) for 10 unconnected molecules or ions with the total composition C37H89N3O7.

As for the total charge: 0. The structure (SMILES) is CCN(CC)CC.CCN(CC)CC.CCN(CC)CC.C1CCOC1.C1CCOC1.C1CCOC1.C1CCOC1.CO.CO.CO. The value obtained for the energy above the lowest of the compared OMol25 structures with the same formula, charge and spin is 1.738 eV. The LUMO energy comes out at 0.4154 eV. The total energy comes out at -58609.78540 eV. As for the highest occupied orbital energy: -0.3029 Ha.

Last column: Löwdin charge in e.
Geometry (Å):
C1 0.41833 -3.44604 -2.48053  -0.085
C2 0.48570 -4.24188 -3.75972  -0.230
N1 1.88548 -4.67235 -4.03518  -0.200
C3 1.89757 -5.15448 -5.43527  -0.250
C4 3.22045 -5.69817 -5.99280  -0.071
C5 2.37873 -5.68798 -3.10667  -0.253
C6 1.75913 -7.05984 -3.20099  -0.082
H1 1.12232 -2.61396 -2.46955  0.051
H2 0.70014 -3.95808 -1.56047  0.067
H3 -0.57584 -3.03173 -2.31298  0.075
H4 -0.25553 -5.03802 -3.68999  0.110
H5 0.17597 -3.62764 -4.60523  0.110
H6 1.11507 -5.90607 -5.53970  0.104
H7 1.53262 -4.36628 -6.09380  0.111
H8 3.65983 -6.51248 -5.41665  0.061
H9 3.08476 -6.12723 -6.98557  0.077
H10 3.96436 -4.90359 -5.93503  0.075
H11 2.20077 -5.29736 -2.10475  0.103
H12 3.46794 -5.71157 -3.14025  0.120
H13 0.67144 -7.05458 -3.27168  0.069
H14 1.98446 -7.69488 -2.34423  0.079
H15 2.03029 -7.57487 -4.12258  0.065
C7 -2.92542 2.57804 5.75915  -0.079
C8 -3.87165 2.61673 4.54327  -0.232
N2 -3.10049 2.62880 3.27801  -0.192
C9 -3.72865 2.07552 2.06298  -0.248
C10 -4.06684 0.62596 2.23582  -0.087
C11 -2.62663 4.01398 3.01023  -0.219
C12 -1.31472 3.83183 2.21907  -0.078
H16 -3.44706 2.56303 6.71611  0.070
H17 -2.13068 3.32368 5.78158  0.066
H18 -2.30969 1.67937 5.72217  0.046
H19 -4.51467 1.73716 4.57463  0.100
H20 -4.52778 3.48515 4.60181  0.107
H21 -4.64044 2.61957 1.81652  0.115
H22 -3.02010 2.08866 1.23480  0.099
H23 -3.23025 -0.00154 2.54314  0.072
H24 -4.96859 0.51628 2.83826  0.068
H25 -4.36084 0.27744 1.24578  0.053
H26 -2.40184 4.52010 3.94906  0.101
H27 -3.40248 4.57153 2.48554  0.112
H28 -1.48751 3.52672 1.18701  0.056
H29 -0.67670 3.07488 2.67520  0.043
H30 -0.68517 4.72063 2.17678  0.073
C13 0.41316 -2.47632 7.08711  -0.093
C14 0.50460 -2.85580 5.63459  -0.271
N3 0.63354 -1.70408 4.73039  -0.162
C15 -0.43624 -0.72621 4.72245  -0.264
C16 0.03082 0.61686 4.25479  -0.084
C17 0.98744 -2.17218 3.38047  -0.255
C18 -0.11742 -2.84006 2.54458  -0.078
H31 -0.54135 -1.95914 7.18484  0.060
H32 1.28695 -1.88448 7.35971  0.082
H33 0.31354 -3.34931 7.73213  0.074
H34 1.37689 -3.50463 5.55555  0.115
H35 -0.38590 -3.41452 5.34661  0.107
H36 -1.26641 -1.07052 4.10573  0.097
H37 -0.93953 -0.57350 5.67717  0.105
H38 -0.82972 1.26280 4.08072  0.049
H39 0.74354 1.05275 4.95489  0.076
H40 0.59251 0.60408 3.32074  0.050
H41 1.84457 -2.84397 3.42662  0.108
H42 1.35376 -1.38465 2.72190  0.084
H43 -0.80672 -2.01639 2.35873  0.050
H44 -0.52132 -3.67885 3.11150  0.066
H45 0.24328 -3.22674 1.59145  0.067
C19 -5.87477 0.10290 -1.51821  -0.180
C20 -7.26301 0.30823 -0.99568  -0.164
C21 -6.94737 1.42510 0.03625  -0.219
O1 -6.06198 2.29524 -0.62740  -0.139
C22 -5.30446 1.54433 -1.58050  -0.181
H46 -5.94962 -0.38036 -2.49236  0.111
H47 -5.25558 -0.54039 -0.89300  0.104
H48 -7.58380 -0.60064 -0.48660  0.108
H49 -8.04040 0.51324 -1.73169  0.115
H50 -6.57976 1.05183 0.99210  0.096
H51 -7.89286 1.91367 0.27166  0.114
H52 -4.26611 1.48946 -1.25353  0.103
H53 -5.47781 1.97311 -2.56752  0.114
C23 4.02401 1.40168 4.50693  -0.182
C24 3.67862 2.86282 4.63006  -0.154
C25 2.90826 2.99482 3.32381  -0.218
O2 3.69623 2.31300 2.36286  -0.142
C26 4.37220 1.25928 3.02992  -0.201
H54 3.17337 0.73440 4.64563  0.097
H55 4.75806 1.10254 5.25511  0.115
H56 4.46649 3.61340 4.69325  0.120
H57 2.96810 2.97476 5.44904  0.113
H58 2.65248 4.00470 3.00315  0.125
H59 1.95147 2.47402 3.36184  0.086
H60 5.44917 1.40996 2.95545  0.118
H61 4.03469 0.27780 2.69691  0.114
C27 0.00985 0.23459 -1.33921  -0.188
C28 0.50938 0.23105 0.06689  -0.172
C29 0.93808 1.65897 0.30319  -0.171
O3 0.48389 2.39256 -0.84763  -0.125
C30 -0.50319 1.62444 -1.48171  -0.206
H62 -0.72397 -0.55305 -1.51018  0.110
H63 0.73644 -0.07461 -2.09058  0.090
H64 1.31726 -0.47095 0.27339  0.112
H65 -0.32993 -0.03826 0.70809  0.106
H66 2.02609 1.68404 0.36400  0.113
H67 0.45681 1.92961 1.24299  0.086
H68 -0.64036 1.87403 -2.53385  0.109
H69 -1.45009 1.85508 -0.99355  0.117
C31 3.79792 2.03018 -2.69959  -0.184
C32 5.15324 2.40559 -3.24518  -0.166
C33 4.90338 3.78693 -3.87597  -0.164
O4 3.91949 4.36303 -2.95216  -0.164
C34 3.10531 3.35482 -2.36443  -0.201
H70 3.84841 1.35859 -1.84255  0.105
H71 3.16653 1.53874 -3.43981  0.095
H72 5.53092 1.73398 -4.01614  0.111
H73 5.82368 2.54490 -2.39711  0.118
H74 4.49811 3.87233 -4.88422  0.113
H75 5.84344 4.33225 -3.79225  0.111
H76 2.12078 3.47945 -2.81528  0.108
H77 3.03789 3.61117 -1.30715  0.115
C35 3.72455 -1.61246 -3.01090  -0.128
O5 3.94749 -2.85284 -3.77714  -0.149
H78 2.86999 -1.09104 -3.44212  0.049
H79 3.48379 -1.84827 -1.97431  0.071
H80 4.54377 -0.89759 -3.08790  0.065
H81 3.16906 -3.41245 -3.82711  -0.008
C36 -3.03923 3.18898 -3.94896  -0.186
O6 -3.10654 1.81423 -3.89442  -0.138
H82 -3.40582 3.47881 -4.93370  0.079
H83 -3.57773 3.65784 -3.12537  0.083
H84 -1.99315 3.49525 -3.94987  0.071
H85 -2.57530 1.45298 -4.60779  0.030
C37 -0.01950 0.08153 -5.10590  -0.138
O7 -1.16554 0.70733 -5.61222  -0.114
H86 0.24940 -0.78218 -5.71401  0.076
H87 0.82327 0.77211 -5.13673  0.087
H88 -0.16759 -0.35160 -4.11668  0.066
H89 -0.94170 1.37139 -6.26836  0.098

=====

Density functional theory data (ωB97M-V/def2-TZVPD) for CH2P2 in the gas phase.

As for the total charge: 0. The structure (SMILES) is C1=P#[PH]1. The value obtained for the energy above the lowest of the compared OMol25 structures with the same formula, charge and spin is 0.536 eV. The LUMO energy comes out at -0.0647 eV. The total energy comes out at -19644.72632 eV. As for the highest occupied orbital energy: -0.3286 Ha.

Last column: Löwdin charge in e.
Geometry (Å):
C1 -0.57488 -0.47730 -1.24198  -0.911
P1 -1.06501 0.76257 -2.19324  0.588
P2 -1.79507 0.34356 -0.11813  0.496
H1 0.23699 -1.27082 -1.35037  0.018
H2 -0.94909 1.23280 0.53927  -0.192

=====

In eV Å⁻¹, the max |F| values for the records above are, in order, 6.08, 6.20, 3.89, 7.28, 2.93, 1.94.